[1]
Density functional theory data (wB97M-V/def2-TZVPD) for 11 unconnected molecules or ions with the total composition C5H32N2O10 at a distorted geometry.

Summary:
Expectation value of S² ... 0.7505
Frontier orbital gap (alpha / beta) ... 0.104 / 0.325 Eh
Total charge ... -1
Spin multiplicity ... 2

CARTESIAN COORDINATES (ANGSTROEM)
1 C 2.61 -1.99 0.63
2 C 1.34 -2.49 -0.07
3 C 0.18 -1.48 0.18
4 C 0.07 -0.92 1.57
5 C -0.96 -1.18 2.37
6 N -1.18 -0.58 3.64
7 N 1.54 -2.56 -1.51
8 H 2.48 -1.68 1.66
9 H 2.86 -1.01 0.22
10 H 3.34 -2.79 0.48
11 H 0.95 -3.45 0.32
12 H 0.29 -0.66 -0.57
13 H -0.81 -1.80 -0.13
14 H 0.86 -0.21 1.77
15 H -1.76 -1.87 2.15
16 H -0.74 0.31 3.79
17 H -1.16 -1.20 4.43
18 H 1.52 -1.64 -1.93
19 H 2.27 -3.16 -1.86
20 H -2.17 3.12 3.11
21 H -1.23 3.75 2.24
22 O -2.16 3.89 2.52
23 H 1.07 2.51 1.85
24 H 0.41 1.38 1.06
25 O 0.22 2.21 1.50
26 H -0.63 -2.33 -2.42
27 H -2.09 -2.90 -2.14
28 O -1.57 -2.24 -2.61
29 H 3.67 -0.62 -2.66
30 H 4.12 0.48 -1.93
31 O 3.30 -0.05 -1.95
32 H -0.68 1.55 -2.29
33 H 0.16 1.28 -1.12
34 O -0.06 0.88 -1.97
35 H -1.32 -4.24 -0.31
36 H -1.67 -3.61 1.01
37 O -2.05 -3.80 0.14
38 H 3.47 1.97 1.19
39 H 2.96 1.08 0.09
40 O 2.67 1.47 0.94
41 H -0.81 -0.48 -3.91
42 H 0.07 0.57 -4.51
43 O -0.33 -0.29 -4.74
44 H -3.09 3.22 1.03
45 H -3.30 2.22 -0.22
46 O -3.68 2.60 0.57
47 H -0.37 3.43 0.38
48 H 0.58 4.70 0.12
49 O -0.32 4.36 0.12

---

[2]
Density functional theory data (wB97M-V/def2-TZVPD) for a single C26H33ClN4O3 molecule.

Summary:
SMILES ... O=C(CCC(=O)N1CCOc2ccc(Cl)cc21)NCCCN1CCN(Cc2ccccc2)CC1
Frontier orbital gap ... 0.324 Eh
Relative energy (zero: lowest compared OMol25 entry of this formula, charge and spin) ... 2.05 kcal per mole
Spin multiplicity ... 1

CARTESIAN COORDINATES (ANGSTROEM)
1 O 0.03 -1.72 3.22
2 C -0.13 -1.92 2.02
3 C -1.05 -1.04 1.18
4 C -2.17 -0.44 2.04
5 C -2.45 1.02 1.74
6 O -3.44 1.35 1.12
7 N -1.53 1.92 2.19
8 C -0.28 1.60 2.86
9 C 0.86 2.10 1.98
10 O 0.81 3.51 1.86
11 C -0.44 4.05 1.76
12 C -0.51 5.41 1.52
13 C -1.73 6.05 1.40
14 C -2.89 5.31 1.55
15 Cl -4.42 6.10 1.43
16 C -2.85 3.96 1.81
17 C -1.62 3.30 1.91
18 N 0.44 -2.92 1.34
19 C 1.33 -3.89 1.95
20 C 2.65 -4.00 1.19
21 C 2.45 -4.35 -0.28
22 N 1.83 -3.25 -1.01
23 C 1.09 -3.65 -2.19
24 C 0.33 -2.44 -2.73
25 N 1.27 -1.40 -3.09
26 C 0.69 -0.27 -3.80
27 C -0.17 0.64 -2.96
28 C -1.51 0.35 -2.74
29 C -2.29 1.17 -1.94
30 C -1.74 2.30 -1.36
31 C -0.40 2.59 -1.57
32 C 0.38 1.77 -2.36
33 C 2.05 -1.01 -1.93
34 C 2.79 -2.22 -1.38
35 H -0.44 -0.24 0.73
36 H -1.47 -1.62 0.36
37 H -1.92 -0.58 3.10
38 H -3.10 -0.98 1.85
39 H -0.17 0.53 3.04
40 H -0.25 2.12 3.82
41 H 1.84 1.87 2.42
42 H 0.80 1.65 0.98
43 H 0.42 5.96 1.41
44 H -1.77 7.11 1.21
45 H -3.76 3.40 1.93
46 H 0.48 -2.91 0.33
47 H 0.83 -4.86 1.95
48 H 1.50 -3.58 2.99
49 H 3.26 -4.78 1.66
50 H 3.20 -3.06 1.28
51 H 1.78 -5.22 -0.34
52 H 3.41 -4.64 -0.73
53 H 0.38 -4.44 -1.92
54 H 1.76 -4.03 -2.98
55 H -0.24 -2.72 -3.62
56 H -0.38 -2.09 -1.95
57 H 1.53 0.30 -4.22
58 H 0.11 -0.68 -4.63
59 H -1.96 -0.52 -3.21
60 H -3.33 0.94 -1.77
61 H -2.35 2.95 -0.75
62 H 0.03 3.48 -1.12
63 H 1.42 2.01 -2.52
64 H 2.77 -0.25 -2.23
65 H 1.41 -0.59 -1.13
66 H 3.36 -1.93 -0.50
67 H 3.49 -2.60 -2.15

---

[3]
Density functional theory data (wB97M-V/def2-TZVPD) for a molecular structure, C39H55AgN9O4S2Si.

Summary:
Frontier orbital gap ... 0.236 Eh
Total charge ... -1
Relative energy (zero: lowest compared OMol25 entry of this formula, charge and spin) ... 2.48 kcal per mole
Spin multiplicity ... 1

CARTESIAN COORDINATES (ANGSTROEM)
1 Ag -0.20 0.67 0.22
2 C -1.10 6.68 1.44
3 C -2.09 5.57 1.79
4 N -1.49 4.45 2.47
5 C -0.75 3.47 1.86
6 S -0.88 3.26 0.16
7 N 0.03 2.83 2.73
8 N 0.63 1.72 2.24
9 C 1.61 1.22 2.88
10 C 2.18 1.81 4.14
11 C 2.20 -0.03 2.34
12 C 3.13 -0.75 3.08
13 C 3.66 -1.93 2.57
14 C 3.24 -2.36 1.33
15 C 2.31 -1.59 0.65
16 N 1.81 -0.46 1.13
17 H -1.60 7.50 0.92
18 H -0.32 6.28 0.79
19 H -0.63 7.08 2.34
20 H -2.56 5.20 0.88
21 H -2.89 5.96 2.43
22 H -1.22 4.59 3.43
23 H 1.79 2.82 4.26
24 H 3.27 1.85 4.10
25 H 1.89 1.23 5.02
26 H 3.42 -0.40 4.06
27 H 4.38 -2.50 3.15
28 H 3.60 -3.29 0.89
29 H 1.93 -1.93 -0.30
30 N 1.33 -2.94 -4.29
31 C 0.67 -1.99 -4.99
32 O 0.66 -1.93 -6.21
33 C -0.05 -0.95 -4.17
34 C -1.12 -0.28 -4.76
35 C -1.74 0.74 -4.05
36 C -1.25 1.07 -2.80
37 N -0.22 0.45 -2.24
38 C 0.35 -0.56 -2.90
39 H 1.74 -3.68 -4.83
40 H 1.07 -3.16 -3.32
41 H -1.43 -0.56 -5.75
42 H -2.58 1.28 -4.47
43 H -1.69 1.88 -2.22
44 H 1.19 -1.05 -2.42
45 C -2.89 -1.71 -1.12
46 C -2.19 -1.26 -0.01
47 N -2.46 -0.11 0.61
48 C -3.49 0.61 0.17
49 C -4.29 0.23 -0.90
50 C -3.95 -0.95 -1.57
51 C -5.38 1.07 -1.41
52 C -6.31 1.80 -0.79
53 C -6.64 1.89 0.64
54 C -7.58 2.84 1.06
55 C -7.90 2.88 2.40
56 N -7.35 2.05 3.29
57 C -6.48 1.18 2.79
58 N -6.10 1.05 1.53
59 H -2.57 -2.62 -1.61
60 H -1.37 -1.86 0.38
61 H -3.64 1.57 0.66
62 H -4.51 -1.25 -2.44
63 H -5.42 1.11 -2.50
64 H -6.96 2.40 -1.42
65 H -8.04 3.52 0.35
66 H -8.61 3.60 2.78
67 H -6.03 0.49 3.50
68 C -1.85 -8.52 -2.20
69 C -1.54 -7.03 -2.16
70 C -2.65 -6.29 -1.41
71 C -1.39 -6.47 -3.57
72 O -0.28 -6.90 -1.52
73 Si 0.33 -5.71 -0.52
74 S 0.27 -3.84 -1.34
75 O 1.84 -6.31 -0.14
76 C 2.84 -6.89 -0.97
77 C 2.53 -8.38 -1.16
78 C 4.15 -6.73 -0.20
79 C 2.93 -6.18 -2.31
80 O -0.52 -5.78 0.90
81 C -0.26 -6.31 2.19
82 C 0.93 -5.60 2.81
83 C -1.52 -6.03 3.00
84 C -0.02 -7.81 2.11
85 H -2.78 -8.71 -2.73
86 H -1.94 -8.90 -1.18
87 H -1.04 -9.06 -2.70
88 H -3.61 -6.47 -1.90
89 H -2.45 -5.21 -1.41
90 H -2.70 -6.62 -0.38
91 H -2.33 -6.55 -4.13
92 H -0.62 -7.02 -4.11
93 H -1.10 -5.42 -3.52
94 H 2.50 -8.88 -0.19
95 H 3.31 -8.85 -1.77
96 H 1.57 -8.49 -1.64
97 H 4.06 -7.18 0.78
98 H 4.38 -5.67 -0.07
99 H 4.98 -7.20 -0.74
100 H 2.00 -6.31 -2.87
101 H 3.75 -6.60 -2.90
102 H 3.09 -5.11 -2.17
103 H 0.75 -4.52 2.84
104 H 1.82 -5.78 2.21
105 H 1.11 -5.96 3.83
106 H -1.71 -4.95 3.03
107 H -1.42 -6.40 4.02
108 H -2.38 -6.51 2.53
109 H 0.90 -8.02 1.55
110 H -0.85 -8.29 1.59
111 H 0.07 -8.24 3.11

---

[4]
Density functional theory data (wB97M-V/def2-TZVPD) for 2 unconnected molecules or ions with the total composition CH2O5P at a distorted geometry.

Summary:
Frontier orbital gap ... 0.357 Eh
Total charge ... -1
Relative energy (zero: lowest compared OMol25 entry of this formula, charge and spin) ... 25.34 kcal per mole
Spin multiplicity ... 1

CARTESIAN COORDINATES (ANGSTROEM)
1 C 1.34 1.01 -1.28
2 O -1.22 -0.28 0.06
3 O -1.90 -2.61 0.96
4 O -1.31 -0.69 2.61
5 O 0.92 0.49 -2.25
6 O 1.02 1.12 -0.08
7 P -1.47 -1.22 1.24
8 H 2.40 1.57 -1.50
9 H 0.22 0.61 0.26

---

[5]
Density functional theory data (wB97M-V/def2-TZVPD) for 3 unconnected molecules or ions with the total composition C12H32BF4N2O4 at a distorted geometry.

Summary:
Frontier orbital gap ... 0.378 Eh
Total charge ... +1
Relative energy (zero: lowest compared OMol25 entry of this formula, charge and spin) ... 6.70 kcal per mole
Spin multiplicity ... 1

CARTESIAN COORDINATES (ANGSTROEM)
1 C 3.94 -5.42 1.19
2 O 3.19 -4.28 0.74
3 C 1.83 -4.44 0.97
4 C 1.02 -3.21 0.60
5 N 1.30 -1.97 1.44
6 H 0.76 -1.20 1.03
7 H 0.98 -2.22 2.37
8 C 2.78 -1.60 1.61
9 C 2.91 -0.16 1.92
10 O 2.29 0.56 0.85
11 C 2.78 1.90 0.73
12 H 3.50 -6.39 0.95
13 H 4.06 -5.43 2.28
14 H 4.92 -5.32 0.74
15 H 1.67 -4.66 2.04
16 H 1.32 -5.27 0.47
17 H -0.03 -3.44 0.73
18 H 1.08 -2.90 -0.44
19 H 3.18 -1.82 0.62
20 H 3.15 -2.36 2.28
21 H 3.96 0.13 1.89
22 H 2.51 0.15 2.89
23 H 2.60 2.17 -0.30
24 H 3.81 2.08 1.07
25 H 2.19 2.54 1.39
26 C -1.97 2.46 2.82
27 O -2.15 3.15 1.60
28 C -3.26 2.72 0.84
29 C -2.85 2.69 -0.62
30 N -1.41 2.24 -0.82
31 H -0.84 2.71 -0.11
32 H -1.26 1.24 -0.61
33 C -0.71 2.64 -2.12
34 C -1.36 1.95 -3.32
35 O -2.67 2.48 -3.48
36 C -3.45 1.63 -4.30
37 H -1.10 2.87 3.34
38 H -1.86 1.39 2.66
39 H -2.83 2.64 3.47
40 H -4.13 3.39 0.88
41 H -3.71 1.76 1.10
42 H -2.98 3.60 -1.20
43 H -3.49 2.03 -1.21
44 H 0.35 2.39 -2.05
45 H -0.87 3.71 -2.15
46 H -1.35 0.89 -3.06
47 H -0.80 2.05 -4.25
48 H -4.48 1.87 -4.01
49 H -3.35 0.55 -4.27
50 H -3.39 1.95 -5.34
51 B -1.16 -0.88 -0.75
52 F -2.39 -0.44 -1.26
53 F -0.16 -0.69 -1.73
54 F -0.76 -0.18 0.40
55 F -1.30 -2.25 -0.52

---

[6]
Density functional theory data (wB97M-V/def2-TZVPD) for a single CH3FINS molecule at a distorted geometry.

Summary:
Frontier orbital gap (alpha / beta) ... 0.288 / 0.288 Eh
Relative energy (zero: lowest compared OMol25 entry of this formula, charge and spin) ... 25.92 kcal per mole
Spin multiplicity ... 1

CARTESIAN COORDINATES (ANGSTROEM)
1 C -0.03 -0.52 0.04
2 N -0.81 -1.16 1.06
3 F -2.40 -1.98 -1.00
4 S -2.47 -1.47 0.58
5 I -3.78 0.56 0.03
6 H 0.63 -1.13 -0.49
7 H 0.51 0.29 0.46
8 H -0.70 0.02 -0.73